(1)
A structure of composition C19H21BN8O8PSr. Source: the Open Molecules 2025 dataset; level of theory: ωB97M-V/def2-TZVPD.

Its HOMO-LUMO gap is 7.5 eV. Its LUMO energy is 2.237 eV. For the relative energy (zero: lowest compared OMol25 entry of this formula, charge and spin), the calculation gives 0.0000 eV.

```
! RIJCOSX wB97M-V def2-TZVPD def2/J DEFGRID3
* xyz -1 1
Sr 0.4373 0.7614 0.5718
C -2.6467 1.7320 -2.9387
C -1.3504 1.6379 -2.4173
N -1.3740 1.6393 -1.0911
N -2.6697 1.7346 -0.7275
C -3.4510 1.7890 -1.8199
B -3.1485 1.6257 0.7384
N -2.9879 0.1781 1.2551
C -3.9753 -0.7022 1.4955
C -3.4105 -1.9136 1.8314
C -2.0339 -1.6768 1.7374
N -1.7873 -0.4182 1.4046
N -2.3892 2.6158 1.6533
C -2.9364 3.5967 2.3904
C -1.9340 4.2232 3.1019
C -0.7790 3.5175 2.7424
N -1.0595 2.5615 1.8660
H -2.9479 1.7464 -3.9713
H -0.4082 1.5596 -2.9394
H -4.5215 1.8567 -1.7211
H -4.3203 1.9056 0.7721
H -5.0060 -0.4026 1.4055
H -3.9146 -2.8330 2.0718
H -1.2150 -2.3658 1.8759
H -3.9970 3.7797 2.3509
H -2.0260 5.0525 3.7813
H 0.2385 3.6578 3.0733
O 4.0479 -0.4405 -1.4641
C 2.8751 -0.0610 -1.5458
O 2.3533 0.9080 -0.9011
C 1.9300 -0.7974 -2.4772
C 2.2317 -0.9353 -3.8028
C 1.3318 -1.5692 -4.6713
C 0.1316 -2.0711 -4.2112
C -0.1720 -1.9307 -2.8741
C 0.7164 -1.3424 -1.9200
O 0.4934 -1.3361 -0.6718
N -1.4749 -2.4286 -2.4440
O -1.9139 -3.4265 -3.0053
O -2.0671 -1.8283 -1.5724
N 1.6532 -1.6943 -6.0754
O 0.8479 -2.2468 -6.8127
O 2.7167 -1.2387 -6.4693
H 3.1685 -0.5570 -4.1864
H -0.5614 -2.5563 -4.8808
C 4.5784 0.3076 3.2373
P 2.9769 -0.4185 2.8544
C 2.5558 -1.4722 4.2576
C 3.2574 -1.5037 1.4635
O 1.9195 0.6272 2.6435
H 5.3242 -0.4681 3.4148
H 4.4951 0.9473 4.1152
H 4.8879 0.9086 2.3816
H 3.3271 -2.2215 4.4384
H 1.6102 -1.9727 4.0478
H 2.4304 -0.8529 5.1457
H 3.9237 -2.3185 1.7527
H 3.7075 -0.9485 0.6334
H 2.3116 -1.9206 1.1070
*
```


(2)
A structure of composition C19H21BrN3O3Pt. Source: the Open Molecules 2025 dataset; level of theory: ωB97M-V/def2-TZVPD.

Its HOMO-LUMO gap (spin up / spin down) is 8.2 / 5.2 eV. Its LUMO energy (spin up / spin down) is -9.555 / -12.431 eV. The expectation value of S² is 6.03.

```
! RIJCOSX wB97M-V def2-TZVPD def2/J DEFGRID3
* xyz 3 5
Pt 0.2378 2.1515 0.5147
Br 2.7366 0.8113 2.0350
C 3.2260 2.3008 1.0016
C 4.5235 2.7713 0.9176
C 4.7606 3.8959 0.1433
C 3.7050 4.5279 -0.5128
C 2.4534 3.9788 -0.3649
N 2.2042 2.8837 0.3655
C 1.1564 4.5505 -1.0134
O 1.3982 5.6349 -1.6085
O 0.1063 3.9330 -0.8659
H 5.3237 2.2785 1.4514
H 5.7653 4.2886 0.0527
H 3.8548 5.4192 -1.1056
C -4.9201 2.9680 1.5591
N -4.0784 2.6131 0.3992
C -4.6513 2.7626 -0.9511
C -2.8568 2.2580 0.5580
N -1.7660 1.8782 0.7191
H -5.1605 4.0294 1.5243
H -4.3953 2.7435 2.4833
H -5.8407 2.3899 1.5114
H -4.8854 3.8108 -1.1311
H -5.5666 2.1772 -1.0126
H -3.9435 2.4145 -1.6982
C -0.3643 -6.5466 0.4436
C -0.0647 -5.1110 0.1557
C -0.8090 -4.0753 0.6962
C -0.5508 -2.6818 0.4195
C -1.4761 -1.6957 1.0238
C 0.5319 -2.3326 -0.4079
C 0.8603 -0.9456 -0.7525
O 0.1760 0.0373 -0.4916
C 1.3124 -3.3641 -0.9687
C 2.4561 -3.1329 -1.8920
C 0.9822 -4.7384 -0.6775
H -1.3261 -6.6698 0.9345
H 0.4043 -6.9708 1.0945
H -0.3522 -7.1348 -0.4742
H -1.6346 -4.3126 1.3570
H -2.1460 -2.1671 1.7380
H -2.0760 -1.2314 0.2331
H -0.9387 -0.8785 1.5045
H 1.7815 -0.8072 -1.3306
H 3.1834 -2.4296 -1.4821
H 2.0999 -2.7117 -2.8389
H 2.9739 -4.0605 -2.1193
H 1.5893 -5.5104 -1.1373
*
```


(3)
An isolated molecule of C19H21ClN2O4. Source: the Open Molecules 2025 dataset; level of theory: ωB97M-V/def2-TZVPD.

The structure (SMILES) is COc1cccc2c1OC[C@@H](CO)[C@H]2N(C)C(=O)Nc1ccc(Cl)cc1. Its HOMO-LUMO gap is 8.6 eV. Its LUMO energy is 0.499 eV. For the relative energy (zero: lowest compared OMol25 entry of this formula, charge and spin), the calculation gives 1.7984 eV.

```
! RIJCOSX wB97M-V def2-TZVPD def2/J DEFGRID3
* xyz 0 1
C 2.2104 -3.9765 -0.3395
O 2.1194 -2.6896 0.2215
C 0.8874 -2.2182 0.5518
C -0.3004 -2.9183 0.4278
C -1.5061 -2.3197 0.7659
C -1.5339 -1.0237 1.2271
C -0.3533 -0.2965 1.3587
C 0.8581 -0.8900 1.0276
O 2.0700 -0.2583 1.1034
C 2.0648 1.1324 1.3386
C 0.9902 1.5587 2.3330
C 1.1060 3.0571 2.6352
O 0.2630 3.4698 3.6816
C -0.4089 1.1390 1.8241
N -0.9975 2.0419 0.8299
C -1.9403 3.0009 1.3903
C -1.2594 1.7192 -0.4879
O -2.2155 2.1789 -1.0755
N -0.3051 0.9350 -1.0990
C -0.4409 0.1635 -2.2477
C -1.5670 0.2039 -3.0660
C -1.6462 -0.6109 -4.1790
C -0.6004 -1.4655 -4.4858
Cl -0.7029 -2.4882 -5.8796
C 0.5310 -1.5103 -3.6874
C 0.6073 -0.6988 -2.5736
H 3.2663 -4.1254 -0.5591
H 1.8757 -4.7472 0.3622
H 1.6316 -4.0508 -1.2659
H -0.3018 -3.9301 0.0576
H -2.4231 -2.8771 0.6587
H -2.4707 -0.5507 1.4785
H 3.0633 1.3569 1.7254
H 1.9380 1.6875 0.3965
H 1.1596 0.9987 3.2627
H 2.1534 3.2965 2.8678
H 0.8064 3.6376 1.7604
H 0.5338 3.0345 4.4978
H -1.0875 1.1774 2.6870
H -2.8945 2.5239 1.6346
H -2.1292 3.7716 0.6468
H -1.5175 3.4485 2.2849
H 0.5294 0.7300 -0.5760
H -2.3736 0.8746 -2.8218
H -2.5209 -0.5806 -4.8094
H 1.3441 -2.1743 -3.9361
H 1.4875 -0.7373 -1.9478
*
```


(4)
An isolated molecule of C19H21ClN4S. Source: the Open Molecules 2025 dataset; level of theory: ωB97M-V/def2-TZVPD.

The structure (SMILES) is CCn1c(CNc2ccc(Cl)cc2)nnc1SCc1ccc(C)cc1. Its HOMO-LUMO gap is 8.8 eV. Its LUMO energy is 0.660 eV.

```
! RIJCOSX wB97M-V def2-TZVPD def2/J DEFGRID3
* xyz 0 1
C -0.6837 1.9200 -0.4425
C -0.2601 0.7505 -1.3252
N 0.0934 -0.4021 -0.5403
C -0.6983 -1.4204 -0.0737
C -2.1580 -1.5302 -0.3257
N -2.8505 -0.5217 0.4534
C -4.1985 -0.2606 0.3121
C -4.8401 0.5000 1.2962
C -6.1633 0.8637 1.1683
C -6.8754 0.4680 0.0466
Cl -8.5396 0.9187 -0.1198
C -6.2650 -0.2905 -0.9364
C -4.9379 -0.6537 -0.8048
N 0.0121 -2.2492 0.6356
N 1.2802 -1.8116 0.6636
C 1.3255 -0.7074 -0.0348
S 2.7290 0.2662 -0.3244
C 3.9479 -0.7895 0.5645
C 5.3229 -0.2522 0.3549
C 6.0816 -0.6586 -0.7360
C 7.3502 -0.1497 -0.9375
C 7.8929 0.7810 -0.0600
C 9.2593 1.3483 -0.2941
C 7.1288 1.1897 1.0260
C 5.8595 0.6830 1.2309
H -1.5739 1.6597 0.1252
H -0.9032 2.7841 -1.0626
H 0.1180 2.1790 0.2450
H -1.0752 0.4733 -1.9985
H 0.6168 1.0259 -1.9187
H -2.4698 -2.5516 -0.0667
H -2.3588 -1.3557 -1.3870
H -2.5201 -0.4673 1.4077
H -4.2848 0.8058 2.1713
H -6.6442 1.4492 1.9360
H -6.8262 -0.6028 -1.8032
H -4.4876 -1.2541 -1.5786
H 3.8233 -1.7926 0.1604
H 3.6510 -0.7787 1.6120
H 5.6748 -1.3813 -1.4288
H 7.9290 -0.4798 -1.7883
H 9.9010 0.6234 -0.7896
H 9.7215 1.6485 0.6433
H 9.1905 2.2292 -0.9336
H 7.5330 1.9131 1.7196
H 5.2790 1.0130 2.0805
*
```


(5)
A cluster of 6 separate species, C19H21F5O18 in total. Source: the Open Molecules 2025 dataset; level of theory: ωB97M-V/def2-TZVPD.

The structure (SMILES) is O=C1OC[C@@H](F)O1.O=C1OC[C@@H](F)O1.O=C1OC[C@@H](F)O1.O=C1OC[C@@H](F)O1.O=C1OC[C@@H](F)O1.C[C@H]1COC(=O)O1. Its HOMO-LUMO gap is 10.9 eV. Its LUMO energy is 0.178 eV. For the relative energy (zero: lowest compared OMol25 entry of this formula, charge and spin), the calculation gives 2.1446 eV.

```
! RIJCOSX wB97M-V def2-TZVPD def2/J DEFGRID3
* xyz 0 1
O 5.5665 3.0560 1.8414
C 6.0218 3.7863 2.6950
O 7.3581 4.1068 2.8573
C 7.5553 4.9983 3.9277
C 6.1228 5.4262 4.2162
F 5.8435 6.6230 3.6812
O 5.2930 4.4643 3.5464
H 8.0403 4.5954 4.8168
H 8.1493 5.8836 3.7012
H 5.9369 5.4977 5.2878
O 3.4106 -4.7990 2.9256
C 4.0321 -5.6894 3.5802
O 5.0909 -6.2909 3.1193
C 5.5168 -7.2288 4.0288
C 4.7354 -6.8974 5.2147
F 5.4244 -5.9646 5.9701
O 3.5837 -6.2800 4.6737
H 5.3001 -8.2229 3.6378
H 6.5788 -7.3274 4.2538
H 4.4476 -7.7178 5.8721
O -1.8384 -0.9366 -2.1093
C -0.8345 -0.4465 -1.6662
O -0.5504 -0.1680 -0.3834
C 0.7047 0.3767 -0.2624
C 1.0279 0.8949 -1.6420
F 2.3707 0.7026 -1.9934
O 0.1211 0.1791 -2.4002
H 0.7188 1.1157 0.5386
H 1.3222 -0.5060 -0.0965
H 0.8810 1.9688 -1.7576
O -9.0753 -1.1313 -7.5217
C -7.9422 -1.3069 -7.0613
O -7.5255 -2.3754 -6.2832
C -6.2680 -2.1149 -5.7663
C -5.7135 -0.9589 -6.5524
F -4.7545 -1.2851 -7.4032
O -6.9263 -0.4110 -7.1566
H -6.2971 -1.9195 -4.6943
H -5.7469 -3.0238 -6.0670
H -5.2530 -0.1948 -5.9262
O 2.6094 6.5043 -3.0053
C 3.7618 6.6585 -2.6324
O 4.7546 5.8218 -2.5753
C 5.9339 6.4982 -2.1795
C 5.3501 7.7531 -1.5266
F 6.1113 8.8586 -1.7736
O 4.1222 7.9283 -2.1329
H 6.6660 5.9030 -1.6337
H 6.4300 6.9431 -3.0420
H 5.1375 7.6786 -0.4601
C -6.5895 -2.4599 0.6424
C -7.4880 -3.2024 1.6070
C -8.8927 -2.5334 1.6750
O -9.8036 -3.6154 1.8378
C -9.1330 -4.7614 1.5325
O -9.5101 -5.9303 1.6843
O -7.8693 -4.4977 1.2076
H -6.7095 -1.3819 0.5342
H -6.6014 -2.9606 -0.3257
H -5.5851 -2.7264 0.9714
H -6.9445 -3.2000 2.5518
H -9.1977 -1.8783 0.8590
H -8.9814 -1.8783 2.5416
*
```


(6)
An isolated molecule of C19H21FN2O2S. Source: the Open Molecules 2025 dataset; level of theory: ωB97M-V/def2-TZVPD.

The structure (SMILES) is O=S(=O)(N/C(=N\C1CCCCC1)c1ccccc1)c1ccc(F)cc1. Its HOMO-LUMO gap is 9.3 eV. Its LUMO energy is 0.222 eV. For the relative energy (zero: lowest compared OMol25 entry of this formula, charge and spin), the calculation gives 1.1320 eV.

```
! RIJCOSX wB97M-V def2-TZVPD def2/J DEFGRID3
* xyz 0 1
O 0.0559 -3.0718 1.6305
S -0.0300 -2.0390 0.6435
O -1.0047 -2.1473 -0.3951
N -0.2780 -0.6237 1.4987
C -0.0683 0.6150 0.8178
N -0.9360 1.2504 0.1727
C -2.3241 0.9781 -0.0267
C -2.5149 0.4496 -1.4574
C -4.0002 0.3710 -1.7927
C -4.7243 -0.5226 -0.7907
C -4.5225 -0.0005 0.6284
C -3.0337 0.0500 0.9603
C 1.3052 1.1645 0.8454
C 1.6507 2.1362 -0.0952
C 2.9339 2.6413 -0.1514
C 3.8985 2.1922 0.7369
C 3.5624 1.2460 1.6889
C 2.2781 0.7344 1.7447
C 1.5756 -1.7816 -0.1050
C 1.6534 -1.0338 -1.2639
C 2.8957 -0.7173 -1.7843
C 4.0243 -1.1658 -1.1178
F 5.2345 -0.8445 -1.6065
C 3.9538 -1.9346 0.0326
C 2.7048 -2.2395 0.5445
H 0.2033 -0.7014 2.3819
H -2.7925 1.9733 0.0257
H -1.9984 1.1093 -2.1580
H -2.0707 -0.5449 -1.5148
H -4.1241 -0.0255 -2.8025
H -4.4351 1.3738 -1.7696
H -4.3201 -1.5343 -0.8584
H -5.7898 -0.5633 -1.0281
H -5.0346 -0.6506 1.3404
H -4.9554 1.0000 0.7163
H -2.6150 -0.9526 0.8853
H -2.8807 0.4130 1.9794
H 0.8873 2.4728 -0.7776
H 3.1872 3.3865 -0.8905
H 4.9046 2.5804 0.6910
H 4.3042 0.9012 2.3939
H 2.0482 0.0020 2.5063
H 0.7434 -0.7102 -1.7429
H 3.0002 -0.1297 -2.6819
H 4.8600 -2.2728 0.5089
H 2.5877 -2.8339 1.4369
*
```